[1]
This record from OMol25 describes C2H3O5P as an isolated structure at a distorted geometry. The level of theory is the ωB97M-V functional and the def2-TZVPD basis.

CARTESIAN COORDINATES (ANGSTROEM)
C (-1.379, -0.795, 1.744)
C (0.037, 1.435, -1.424)
O (-2.114, -0.493, 0.931)
O (-0.471, 2.502, -1.558)
O (0.810, -1.345, -1.349)
O (0.419, -1.127, 1.209)
O (0.335, 0.929, -0.220)
P (0.996, -0.587, -0.117)
H (-1.219, -1.000, 2.788)
H (0.298, 0.756, -2.252)
H (2.289, -0.275, 0.248)

* charge: 0
* gap between HOMO and LUMO: 9.74 eV
* lowest unoccupied orbital energy: -0.819 eV

=====

[2]
This record from OMol25 describes C33H20N9O9SeW as an isolated structure. The level of theory is the ωB97M-V functional and the def2-TZVPD basis.

CARTESIAN COORDINATES (ANGSTROEM)
W (-0.087, -0.248, -0.052)
C (-3.128, 3.032, -1.650)
C (-2.115, 1.950, -1.472)
N (-1.938, 1.291, -0.394)
N (-2.715, 1.609, 0.680)
C (-2.162, 1.085, 1.733)
O (-1.066, 0.416, 1.688)
C (-2.800, 1.232, 3.060)
C (-4.010, 1.908, 3.193)
C (-4.606, 2.016, 4.438)
C (-3.998, 1.449, 5.551)
C (-2.794, 0.772, 5.419)
C (-2.194, 0.660, 4.174)
C (-1.213, 1.573, -2.556)
C (-1.303, 2.148, -3.818)
C (-0.442, 1.733, -4.813)
C (0.477, 0.741, -4.519)
C (0.509, 0.221, -3.241)
N (-0.302, 0.633, -2.260)
H (-3.685, 3.168, -0.730)
H (-3.819, 2.777, -2.456)
H (-2.637, 3.971, -1.914)
H (-4.472, 2.335, 2.314)
H (-5.548, 2.537, 4.541)
H (-4.467, 1.533, 6.524)
H (-2.322, 0.326, 6.284)
H (-1.263, 0.123, 4.050)
H (-2.047, 2.908, -4.004)
H (-0.493, 2.170, -5.801)
H (1.170, 0.364, -5.257)
H (1.212, -0.554, -2.992)
O (3.938, 2.879, 3.426)
C (3.171, 2.274, 2.736)
C (2.791, 0.784, 2.882)
O (3.195, 0.025, 3.726)
C (1.814, 0.567, 1.816)
C (1.563, 1.705, 1.094)
O (0.667, 1.657, 0.137)
C (2.360, 2.843, 1.553)
O (2.367, 3.984, 1.163)
O (1.175, -0.536, 1.507)
N (-0.266, -1.825, -1.428)
C (-0.181, -2.866, -1.952)
N (-0.203, -3.996, -2.519)
C (0.715, -4.376, -3.391)
N (1.469, -4.777, -4.172)
O (3.464, 1.309, -1.970)
C (4.175, 0.191, -2.232)
C (5.334, 0.359, -2.993)
C (6.121, -0.728, -3.314)
C (5.779, -2.007, -2.883)
C (4.642, -2.174, -2.120)
C (3.826, -1.092, -1.782)
C (2.614, -1.393, -0.956)
O (2.429, -2.455, -0.416)
O (1.757, -0.373, -0.913)
H (2.663, 1.047, -1.477)
H (5.589, 1.359, -3.317)
H (7.014, -0.579, -3.909)
H (6.392, -2.859, -3.143)
H (4.342, -3.151, -1.765)
Se (-4.540, -1.490, -0.243)
N (-4.516, -2.485, 1.263)
C (-3.240, -2.639, 1.598)
C (-2.716, -3.351, 2.690)
C (-1.330, -3.367, 2.870)
C (-0.479, -2.654, 2.045)
N (-0.944, -1.936, 0.998)
C (-2.272, -1.999, 0.724)
N (-2.735, -1.348, -0.315)
H (-3.383, -3.864, 3.368)
H (-0.893, -3.928, 3.683)
H (0.586, -2.617, 2.213)

* <S²>: 2.041
* charge: -1
* gap between HOMO and LUMO (alpha / beta): 5.02 / 7.06 eV
* multiplicity: 3
* lowest unoccupied orbital energy (alpha / beta): 1.120 / 0.891 eV

=====

[3]
This record from OMol25 describes C38H33N2ORuS2Se2 as an isolated structure. The level of theory is the ωB97M-V functional and the def2-TZVPD basis.

CARTESIAN COORDINATES (ANGSTROEM)
Ru (0.296, -0.741, 0.337)
S (0.173, 1.951, 6.833)
C (1.715, 2.531, 7.287)
C (2.668, 2.197, 6.376)
C (2.141, 1.454, 5.288)
C (0.795, 1.237, 5.394)
C (-0.076, 0.518, 4.458)
C (0.330, 0.417, 3.118)
N (-0.351, -0.223, 2.180)
C (-1.562, -0.750, 2.540)
C (-2.054, -0.694, 3.847)
C (-3.336, -1.284, 4.127)
C (-4.077, -1.852, 3.151)
C (-3.606, -1.884, 1.795)
C (-4.339, -2.415, 0.726)
C (-3.821, -2.392, -0.553)
C (-2.544, -1.821, -0.724)
N (-1.843, -1.310, 0.258)
C (-2.351, -1.342, 1.506)
C (-4.560, -2.932, -1.701)
C (-5.783, -3.545, -1.704)
C (-6.206, -3.941, -2.998)
C (-5.297, -3.622, -3.959)
S (-3.927, -2.850, -3.301)
C (-1.275, -0.057, 4.822)
H (1.835, 3.089, 8.201)
H (3.710, 2.464, 6.475)
H (2.746, 1.078, 4.474)
H (1.248, 0.879, 2.798)
H (-3.697, -1.258, 5.148)
H (-5.041, -2.291, 3.376)
H (-5.315, -2.843, 0.920)
H (-2.083, -1.776, -1.704)
H (-6.368, -3.715, -0.812)
H (-7.141, -4.441, -3.202)
H (-5.357, -3.806, -5.019)
H (-1.619, -0.028, 5.849)
C (-0.053, 3.110, 1.360)
Se (0.223, 1.948, -0.185)
C (-1.225, 2.691, -1.280)
C (-2.512, 3.071, -0.578)
Se (-3.343, 1.605, 0.407)
C (-4.960, 2.593, 0.825)
H (0.830, 3.057, 1.989)
H (-0.936, 2.815, 1.922)
H (-0.147, 4.130, 0.993)
H (-1.407, 1.961, -2.068)
H (-0.813, 3.588, -1.745)
H (-3.238, 3.398, -1.323)
H (-2.346, 3.895, 0.114)
H (-5.488, 2.858, -0.088)
H (-4.728, 3.488, 1.398)
H (-5.587, 1.937, 1.425)
O (0.609, -2.451, 0.225)
C (7.252, 1.014, 1.523)
C (6.676, 0.223, 2.506)
C (5.331, -0.108, 2.434)
C (4.533, 0.330, 1.375)
C (5.123, 1.142, 0.403)
C (6.466, 1.475, 0.474)
C (3.100, -0.033, 1.352)
C (2.307, -0.306, 0.298)
C (2.923, -0.503, -1.043)
C (3.837, -1.551, -1.189)
C (4.431, -1.825, -2.410)
C (4.119, -1.053, -3.525)
C (3.194, -0.026, -3.397)
C (2.591, 0.235, -2.175)
H (8.301, 1.274, 1.575)
H (7.276, -0.140, 3.332)
H (4.886, -0.731, 3.202)
H (4.517, 1.514, -0.412)
H (6.903, 2.103, -0.292)
H (2.677, -0.144, 2.346)
H (4.070, -2.154, -0.321)
H (5.137, -2.642, -2.491)
H (4.577, -1.255, -4.484)
H (2.934, 0.577, -4.260)
H (1.868, 1.041, -2.110)

* <S²>: 0.769
* charge: 0
* gap between HOMO and LUMO (alpha / beta): 5.87 / 5.49 eV
* multiplicity: 2
* lowest unoccupied orbital energy (alpha / beta): -0.736 / -0.745 eV

=====

[4]
This record from OMol25 describes a 2-piece molecular cluster, C3H10N2S overall at a distorted geometry. The level of theory is the ωB97M-V functional and the def2-TZVPD basis.

CARTESIAN COORDINATES (ANGSTROEM)
C (0.998, -1.157, 1.859)
C (1.061, -1.955, 0.548)
S (0.205, -1.192, -0.913)
H (0.002, -0.945, 2.249)
H (1.446, -0.165, 1.785)
H (1.542, -1.798, 2.554)
H (0.647, -2.948, 0.720)
H (2.139, -2.092, 0.410)
N (-0.950, 1.615, 0.838)
C (-0.457, 2.077, -0.401)
N (-1.291, 2.495, -1.261)
H (-1.062, 0.617, 0.769)
H (-1.726, 2.169, 1.138)
H (0.613, 2.031, -0.582)
H (-0.818, 2.749, -2.128)
H (-0.785, -2.115, -0.804)

* charge: 0
* SMILES: [H]/N=C/N.CCS
* gap between HOMO and LUMO: 10.11 eV
* lowest unoccupied orbital energy: 0.734 eV

=====

[5]
This record from OMol25 describes C7H13N as an isolated structure at a distorted geometry. The level of theory is the ωB97M-V functional and the def2-TZVPD basis.

CARTESIAN COORDINATES (ANGSTROEM)
C (1.920, -1.721, 1.168)
C (1.561, -0.586, 0.499)
N (-1.477, 1.274, 0.506)
C (-0.680, 0.519, -0.391)
C (-0.290, -0.755, -0.045)
C (-1.099, -1.365, 1.137)
C (-0.189, 2.354, -2.011)
C (-0.247, 1.055, -1.648)
H (1.977, -1.677, 2.254)
H (2.624, -2.370, 0.672)
H (-0.276, -1.719, 1.766)
H (1.575, 0.422, 0.885)
H (1.945, -0.537, -0.513)
H (-1.237, 2.256, 0.387)
H (-2.463, 1.202, 0.260)
H (-0.172, -1.439, -0.861)
H (-1.600, -0.627, 1.744)
H (-1.674, -2.243, 0.883)
H (-0.323, 2.482, -3.080)
H (-0.045, 3.142, -1.280)
H (0.170, 0.333, -2.334)

* charge: 0
* gap between HOMO and LUMO: 6.51 eV
* lowest unoccupied orbital energy: -0.395 eV

=====

Going through the records in order, we get E values of -795.5929; -4908.1977; -7346.6452; -627.9628; -329.0873 a.u..
Going through the records in order, we get energy above the lowest of the compared OMol25 structures with the same formula, charge and spin values of 0.6394; 0.9952; 0.2188; 0.8658; 5.0114 eV.